The following is a DFT calculation (ωB97M-V/def2-TZVPD) of a molecular structure, C4H12F3O6STl in a non-equilibrium geometry.

The value obtained for the frontier orbital gap is 3.1 eV. For the HOMO energy, the calculation gives -16.4 eV. Its net charge is +2. The value obtained for the lowest unoccupied orbital energy is -13.28 eV. The value obtained for the largest force on an atom is 3.65 eV Å⁻¹.

```
27
C4H12F3O6STl | the Open Molecules 2025 dataset | ωB97M-V/def2-TZVPD
Tl 0.91287 0.49890 0.64186
C -1.55401 4.20429 -2.79905
F -1.81677 4.40133 -4.02443
F -0.49500 4.75031 -2.36719
F -2.55930 4.28564 -2.02021
S -1.10728 2.13201 -2.75699
O -0.37934 1.95287 -1.52398
O -2.44404 1.62405 -2.81975
O -0.28685 2.01466 -3.94367
C -0.78936 -2.47497 2.86157
O -0.62511 -1.76335 1.60670
H -0.13276 -2.07201 3.62138
H -1.82735 -2.41350 3.20206
H -0.56789 -3.54197 2.77356
H -1.11166 -2.29408 0.96861
C 0.02480 -0.84489 -2.93947
O -0.21147 -1.10650 -1.62419
H -0.50146 -1.50165 -3.63189
H -0.38222 0.26674 -3.18970
H 1.07769 -0.65405 -3.15074
H -1.11099 -1.47459 -1.55545
C 2.98312 -1.19561 3.80767
O 1.87882 -0.50290 3.15248
H 2.82800 -1.18874 4.88340
H 3.00596 -2.23378 3.47856
H 3.91992 -0.71544 3.54032
H 1.27169 -0.15276 3.80856
```

***

The following is a DFT calculation (ωB97M-V/def2-TZVPD) of a molecular structure, C4H12F5HfO4 in a non-equilibrium geometry.

The value obtained for the frontier orbital gap is 5.5 eV. For the HOMO energy, the calculation gives -3.3 eV. Its net charge is -1. The value obtained for the lowest unoccupied orbital energy is 2.14 eV. The value obtained for the largest force on an atom is 8.56 eV Å⁻¹.

```
26
C4H12F5HfO4 | the Open Molecules 2025 dataset | ωB97M-V/def2-TZVPD
Hf -2.26463 2.20159 -1.30347
F -0.86013 1.91806 -2.35420
F -3.32071 1.49564 0.07917
F -1.35648 0.78457 -0.53801
F -1.56031 2.74275 0.23836
F -3.07994 0.77824 -1.97344
C 0.36451 -1.40958 2.68299
C 0.88814 -0.70745 1.40292
O -0.16319 -0.40251 0.50335
O -0.52447 -0.53806 3.33742
H 1.12146 -1.84680 3.33411
H -0.18612 -2.30662 2.39977
H 1.60999 -1.37378 0.93065
H 1.36034 0.23087 1.69392
H 0.20636 0.05646 -0.25452
H -0.04899 0.12488 3.84341
C 0.53959 -0.95144 -1.91089
C 1.17910 0.39965 -1.42008
O 1.76350 0.21256 -0.18050
O -0.62770 -1.26457 -1.20549
H 1.29480 -1.73628 -1.86886
H 0.25691 -0.96744 -2.96348
H 0.50403 1.24294 -1.27434
H 1.97990 0.72214 -2.08553
H 2.11693 1.09206 -0.02830
H -1.19283 -0.49796 -1.08496
```

***

The following is a DFT calculation (ωB97M-V/def2-TZVPD) of a molecular structure, C4H12GaNO3PS in a non-equilibrium geometry.

The value obtained for the frontier orbital gap is 6.7 eV. For the HOMO energy, the calculation gives -3.5 eV. Its net charge is -1. The value obtained for the lowest unoccupied orbital energy is 3.22 eV. The value obtained for the largest force on an atom is 3.91 eV Å⁻¹.

```
23
C4H12GaNO3PS | the Open Molecules 2025 dataset | ωB97M-V/def2-TZVPD
C 2.88101 -1.35329 -0.27329
C 2.80158 -0.12295 -0.97454
C 1.35601 0.30348 -1.45507
Ga 0.14167 0.17387 0.21942
P -1.36303 1.99424 0.42858
N -0.70901 3.00431 1.74507
O -1.28502 2.94877 -1.01869
S -1.01973 -1.86431 0.09114
C -2.76091 -1.51231 0.63255
O -0.39875 -2.95169 0.92547
O -1.06260 -2.37304 -1.34177
H 2.60863 -2.30070 -0.79127
H 3.16013 -1.32436 0.80853
H 3.70080 0.51354 -1.15816
H 0.98521 -0.49017 -2.16833
H 1.34261 1.30874 -1.93989
H 1.02609 0.09325 1.57023
H -0.66459 2.43136 2.59096
H 0.26002 3.25916 1.53564
H -1.77301 2.42235 -1.66404
H -3.37694 -2.43123 0.74200
H -2.68545 -0.95156 1.60271
H -3.16470 -0.77745 -0.10725
```

***

The following is a DFT calculation (ωB97M-V/def2-TZVPD) of a molecular structure, C4H12InO4 in a non-equilibrium geometry.

The value obtained for the frontier orbital gap is 2.7 eV. For the HOMO energy, the calculation gives -20.7 eV. Its net charge is +3. The value obtained for the lowest unoccupied orbital energy is -18.01 eV. The value obtained for the largest force on an atom is 3.17 eV Å⁻¹.

```
21
C4H12InO4 | the Open Molecules 2025 dataset | ωB97M-V/def2-TZVPD
In -11.85060 12.78130 -19.75309
C -13.92217 10.16860 -18.13422
C -13.93694 9.53491 -19.56329
O -12.99579 10.17168 -20.34968
O -13.87261 11.57356 -18.16208
H -13.01942 9.78893 -17.60758
H -14.76413 9.80673 -17.54054
H -14.93307 9.87836 -19.94015
H -13.86999 8.44936 -19.54736
H -12.76438 9.57487 -21.08850
H -14.73942 11.95948 -17.94061
C -9.22035 12.62750 -15.41954
C -10.80789 12.94192 -15.68297
O -11.12543 13.61969 -16.79957
O -8.84731 11.63910 -16.26047
H -9.16843 12.20044 -14.40159
H -8.56663 13.50484 -15.47465
H -11.00876 13.57640 -14.77770
H -11.40320 12.04152 -15.55351
H -10.61548 14.45641 -16.83902
H -8.35339 11.96781 -17.03769
```

***

The following is a DFT calculation (ωB97M-V/def2-TZVPD) of 2 unconnected molecules or ions with the total composition C4H12N2 in a non-equilibrium geometry.

The value obtained for the frontier orbital gap (spin up / spin down) is 2.9 / 8.0 eV. For the HOMO energy (spin up / spin down), the calculation gives 1.1 / -4.2 eV. Its net charge is -1. Its spin multiplicity is 2. The value obtained for the lowest unoccupied orbital energy (spin up / spin down) is 3.95 / 3.86 eV. The value obtained for the largest force on an atom is 1.96 eV Å⁻¹.

```
18
C4H12N2 | the Open Molecules 2025 dataset | ωB97M-V/def2-TZVPD
C 1.54247 2.37244 -1.37763
C 1.23686 0.88744 -1.45134
N 2.42630 0.14507 -1.90626
H 1.83573 2.74154 -2.35809
H 0.69445 2.92846 -0.96746
H 2.47809 2.57954 -0.85292
H 0.85521 0.47617 -0.52338
H 0.48014 0.73832 -2.21833
H 3.03648 -0.04724 -1.11779
H 2.10010 -0.79108 -2.13371
C -2.26532 -0.37939 2.50993
C -1.87420 -0.92238 1.32100
N -1.60793 -2.28333 1.22111
H -3.01411 -0.85196 3.12921
H -1.98920 0.64052 2.76114
H -1.61467 -0.20819 0.54274
H -0.82398 -2.63235 1.78364
H -1.54241 -2.61368 0.26597
```

***

The following is a DFT calculation (ωB97M-V/def2-TZVPD) of 2 unconnected molecules or ions with the total composition C4H12N2 in a non-equilibrium geometry.

The value obtained for the frontier orbital gap is 10.0 eV. For the HOMO energy, the calculation gives -9.1 eV. Its net charge is 0. Its SMILES is C=CC.NCN. The value obtained for the lowest unoccupied orbital energy is 0.98 eV. The value obtained for the largest force on an atom is 1.20 eV Å⁻¹.

```
18
C4H12N2 | the Open Molecules 2025 dataset | ωB97M-V/def2-TZVPD
C 2.10988 -1.22606 -0.36209
C 0.95863 -1.89682 -0.35969
C 0.08985 -2.16899 0.84662
H 2.71716 -1.06967 -1.24009
H 2.36920 -0.69052 0.54615
H 0.70134 -2.50993 -1.21837
H -0.85862 -2.56443 0.49993
H 0.02204 -1.31466 1.51984
H 0.53232 -2.92606 1.50150
N -0.24477 2.04875 0.81312
C -0.49048 1.85988 -0.62041
N -1.87562 1.73765 -1.04203
H -0.28100 1.13281 1.26142
H -1.03600 2.45754 1.28044
H 0.04154 0.96046 -0.92668
H -0.02336 2.68612 -1.15434
H -2.40067 2.54556 -0.73402
H -2.33143 0.93836 -0.61129
```

***

The following is a DFT calculation (ωB97M-V/def2-TZVPD) of C4H12N2 in the gas phase in a non-equilibrium geometry.

The value obtained for the frontier orbital gap is 9.8 eV. For the HOMO energy, the calculation gives -8.7 eV. Its net charge is 0. Its SMILES is CN(C)N(C)C. The value obtained for the lowest unoccupied orbital energy is 1.12 eV. The value obtained for the largest force on an atom is 2.78 eV Å⁻¹.

```
18
C4H12N2 | the Open Molecules 2025 dataset | ωB97M-V/def2-TZVPD
C -1.09863 -0.92712 1.35257
N -0.05196 -0.03060 0.91757
C -0.54686 1.32453 0.78549
N 0.48519 -0.57904 -0.43228
C 1.88834 -0.24393 -0.46454
C -0.20998 -0.20272 -1.62717
H -0.69438 -1.93722 1.39695
H -1.41929 -0.61618 2.34692
H -1.97706 -0.92574 0.68831
H 0.24849 1.96993 0.40879
H -1.42386 1.41051 0.12613
H -0.83464 1.67626 1.77760
H 2.29402 -0.37115 0.53770
H 2.40616 -0.92823 -1.14035
H 2.08478 0.78724 -0.79579
H -1.26806 -0.44825 -1.54231
H -0.09777 0.85589 -1.91055
H 0.21550 -0.81419 -2.42503
```

***

The following is a DFT calculation (ωB97M-V/def2-TZVPD) of a molecular structure, C4H12N2 in a non-equilibrium geometry.

The value obtained for the frontier orbital gap is 5.7 eV. For the HOMO energy, the calculation gives -6.8 eV. Its net charge is 0. The value obtained for the lowest unoccupied orbital energy is -1.06 eV. The value obtained for the largest force on an atom is 3.02 eV Å⁻¹.

```
18
C4H12N2 | the Open Molecules 2025 dataset | ωB97M-V/def2-TZVPD
N 0.02090 0.31668 -1.98583
C -1.03653 1.89983 0.36577
C -0.06767 0.87860 1.04234
C -0.17287 -0.52863 1.33574
C 0.84276 -1.51236 0.86503
N 0.41486 -1.82371 -0.53778
H 0.93887 0.44804 -2.31018
H -0.57570 0.68988 -2.66958
H -1.62696 1.34594 -0.38865
H -0.54978 2.63415 -0.25211
H -1.76971 2.26714 1.12723
H -0.44929 -0.09816 0.17070
H 0.93987 1.32851 1.26244
H -1.04616 -0.99551 1.74862
H 0.98813 -2.43370 1.49937
H 1.88214 -1.14124 0.90138
H 1.15298 -2.34609 -0.97449
H 0.11417 -0.92937 -1.20003
```

***

The following is a DFT calculation (ωB97M-V/def2-TZVPD) of C4H12N2 in the gas phase in a non-equilibrium geometry.

The value obtained for the frontier orbital gap is 9.5 eV. For the HOMO energy, the calculation gives -8.5 eV. Its net charge is 0. Its SMILES is CNC[C@@H](C)N. The value obtained for the lowest unoccupied orbital energy is 0.99 eV. The value obtained for the largest force on an atom is 1.36 eV Å⁻¹.

```
18
C4H12N2 | the Open Molecules 2025 dataset | ωB97M-V/def2-TZVPD
C -1.41214 0.99596 -1.05669
N -1.02695 -0.39526 -1.29172
C 0.27718 -0.93188 -0.80704
C 0.88418 -0.54514 0.53523
C 1.31367 0.90805 0.75312
N 0.06512 -0.98641 1.66606
H -1.72686 1.48830 -1.96480
H -2.22284 1.08755 -0.34197
H -0.58499 1.57358 -0.66769
H -1.73095 -1.01863 -0.93472
H 0.06308 -1.99509 -0.73328
H 0.97715 -0.87279 -1.63868
H 1.81420 -1.12367 0.56855
H 1.01038 1.25763 1.73817
H 0.97869 1.59835 -0.02389
H 2.40963 0.99535 0.80540
H -0.52424 -1.77052 1.40623
H -0.56432 -0.26537 1.98772
```

***

The following is a DFT calculation (ωB97M-V/def2-TZVPD) of 2 unconnected molecules or ions with the total composition C4H12N2.

The value obtained for the frontier orbital gap (spin up / spin down) is 7.5 / 7.5 eV. For the HOMO energy (spin up / spin down), the calculation gives -7.2 / -7.2 eV. Its net charge is 0. The value obtained for the lowest unoccupied orbital energy (spin up / spin down) is 0.31 / 0.31 eV. The value obtained for the largest force on an atom is 0.76 eV Å⁻¹.

```
18
C4H12N2 | the Open Molecules 2025 dataset | ωB97M-V/def2-TZVPD
C -0.50216 0.23661 -0.02414
C 1.88445 0.33182 -0.28203
C -0.56936 0.41366 1.48526
C -1.75113 0.71166 -0.74040
N 0.68988 0.77069 -0.61814
N 0.64107 -2.19150 -0.27755
H 0.58643 1.09204 -1.57258
H -0.18105 -0.97487 -0.19477
H 1.12171 -2.41467 0.59386
H 1.36625 -2.25626 -0.98996
H 2.71452 0.49902 -0.95201
H 2.06375 -0.01116 0.72035
H -1.45942 -0.09292 1.86114
H -0.62978 1.46962 1.77277
H 0.28526 -0.03626 1.99213
H -1.99576 1.75951 -0.52766
H -1.66533 0.58889 -1.82427
H -2.59933 0.10412 -0.42201
```